95
Properties=species:S:1:pos:R:3:lowdin_charge:R:1 method="wB97M-V/def2-TZVPD" total_charge=+1 e_lumo_ev="-5.99 / -6.02" fmax_ev_per_a=2.61 multiplicity=1 homo_ev="-8.686 / -8.708" e_tot_ha=-3222.5751
Pb -0.125 -0.950 -0.818 1.55
Te 2.630 -1.175 2.890 0.52
P 0.716 -2.454 2.278 0.09
Si -3.657 -1.145 -1.987 0.45
F -0.504 -4.042 -1.139 0.07
O 4.995 1.101 0.184 -0.11
O -0.052 -2.733 3.654 -0.29
O -0.241 -1.826 1.308 -0.52
O -0.457 3.099 -1.953 -0.09
O 1.056 -3.894 1.661 -0.30
O 0.695 5.649 0.964 -0.09
N 1.287 3.247 0.222 0.16
N -2.472 -2.150 -1.247 -0.06
N 0.143 1.242 -0.064 0.00
N 2.488 1.343 -0.156 0.17
C -4.513 -2.425 -3.134 -0.14
C -4.984 -0.203 -0.990 -0.14
C -4.061 -4.748 0.788 -0.05
C -3.170 2.372 1.108 -0.09
C 4.247 -2.397 -0.674 -0.08
C -1.966 1.693 1.029 -0.01
C 1.692 5.577 0.029 -0.21
C 3.299 6.465 -1.518 -0.08
C 4.991 -1.288 -0.302 -0.01
C 2.228 -1.078 -0.695 -0.23
C 4.368 -0.066 -0.135 -0.25
C -0.753 3.968 -3.021 -0.06
C 2.963 0.044 -0.327 -0.27
C -1.418 -3.150 3.609 -0.26
C 1.271 1.908 -0.037 -0.33
C 2.327 6.663 -0.547 -0.01
C -1.392 2.924 -0.975 -0.25
C 2.997 4.092 -1.359 -0.02
C -3.473 3.330 0.159 -0.07
C 6.403 1.124 0.286 -0.05
C 1.882 -4.796 2.396 -0.30
C -2.601 3.600 -0.883 -0.01
C -2.655 -3.241 -0.511 -0.33
C -1.676 -4.271 -0.509 -0.19
C 0.198 6.919 1.324 -0.07
C -2.688 0.144 -2.996 -0.17
C -1.890 -5.496 0.074 0.01
C 3.246 -4.933 1.738 -0.08
C -3.838 -3.518 0.217 0.01
C -1.557 -4.662 3.637 -0.06
C 2.039 4.270 -0.373 -0.15
C 3.626 5.188 -1.928 -0.08
C -3.097 -5.749 0.714 -0.03
C -1.071 1.969 0.010 -0.26
C 2.883 -2.290 -0.872 -0.15
H 4.365 5.034 -2.700 0.11
H -0.873 4.998 -2.675 0.10
H -1.131 -6.259 0.002 0.13
H 0.436 3.616 0.636 0.14
H -1.884 -2.705 4.491 0.13
H -1.709 -0.219 -3.299 0.01
H 4.740 -3.347 -0.808 0.11
H -0.635 6.725 1.996 0.10
H -5.745 0.193 -1.656 0.04
H -3.286 -6.715 1.156 0.13
H -4.999 -4.945 1.285 0.12
H -0.163 7.468 0.449 0.10
H 1.984 -4.452 3.432 0.11
H 3.233 3.105 -1.723 0.11
H -3.227 0.404 -3.900 0.04
H -5.212 -1.930 -3.797 0.03
H 3.788 -3.989 1.791 0.03
H -1.652 3.650 -3.556 0.10
H 6.053 -1.384 -0.152 0.11
H -1.055 -5.067 4.513 0.09
H -3.855 2.164 1.914 0.11
H -2.872 4.337 -1.622 0.11
H 3.823 -5.706 2.240 0.08
H -2.547 1.054 -2.423 0.01
H -1.698 0.944 1.755 0.12
H -1.128 -5.104 2.741 0.05
H 3.252 1.976 0.068 0.14
H -5.496 -0.824 -0.262 0.02
H 2.072 7.667 -0.250 0.11
H 6.875 0.783 -0.639 0.10
H 3.121 -5.205 0.692 0.07
H 0.951 7.513 1.849 0.10
H -2.609 -4.928 3.679 0.08
H -4.549 0.639 -0.457 0.00
H -5.057 -3.154 -2.542 0.03
H 6.751 0.512 1.121 0.10
H -4.400 3.875 0.221 0.11
H 3.789 7.318 -1.957 0.11
H -4.590 -2.748 0.263 0.10
H 0.104 3.911 -3.688 0.10
H 6.665 2.166 0.464 0.10
H 1.363 -5.760 2.404 0.12
H 2.313 -3.161 -1.155 0.10
H -3.787 -2.956 -3.738 0.03
H -1.881 -2.745 2.706 0.09

---

101
Properties=species:S:1:pos:R:3:lowdin_charge:R:1 method="wB97M-V/def2-TZVPD" e_lumo_ev=-1.72 fmax_ev_per_a=4.60 multiplicity=1 homo_ev=-7.918 e_tot_ha=-5550.5022
W -0.054 1.726 -0.109 1.09
Te -0.152 3.397 -2.350 1.71
Sb -0.273 4.489 1.092 0.31
S 0.479 4.705 3.191 -0.04
S -1.685 6.118 0.568 0.04
S -0.912 1.710 2.245 0.59
S 1.647 3.427 -0.085 0.24
P 0.527 -0.473 1.791 0.75
P -2.039 -0.059 -0.045 0.78
Si 3.097 1.010 1.353 0.37
Si -1.260 -0.063 -3.017 0.40
F 0.339 5.153 -1.872 -0.51
F -0.605 3.888 -4.086 -0.39
F -1.796 2.083 -2.751 -0.55
F -1.752 4.364 -2.104 -0.45
F 1.530 3.709 -3.202 -0.47
O -1.429 2.786 -0.173 -0.78
O 2.055 0.879 -1.942 -0.28
N -0.878 0.214 -1.207 -0.36
N 1.409 0.532 0.843 -0.46
C -5.172 2.465 -0.782 -0.04
C -2.802 -1.692 -0.249 -0.27
C 0.681 -0.338 6.412 -0.07
C 1.263 -4.023 -0.086 -0.05
C -3.948 -1.828 -1.035 -0.08
C 0.658 -0.417 3.617 -0.35
C 1.853 -0.274 4.311 -0.10
C -0.521 -0.600 4.346 -0.11
C -4.468 -3.085 -1.299 -0.06
C 1.342 -3.070 2.525 -0.07
C 4.372 1.750 0.206 -0.19
C -5.066 2.074 1.583 -0.06
C -3.994 1.217 1.396 -0.10
C 0.890 -2.721 0.194 -0.12
C -3.866 -4.215 -0.760 -0.07
C -0.510 -0.558 5.729 -0.06
C 0.950 -2.215 1.490 -0.29
C 2.203 -0.547 -2.008 -0.22
C -2.261 -2.822 0.360 -0.07
C 1.709 -4.380 2.247 -0.06
C -4.103 1.604 -0.980 -0.08
C 3.005 2.238 2.743 -0.22
C -0.929 -1.944 -3.132 -0.17
C -3.483 1.009 0.113 -0.33
C 4.071 0.359 -3.150 -0.13
C -5.639 2.720 0.497 -0.06
C 3.998 -0.588 1.807 -0.16
C -2.937 -0.012 -3.850 -0.16
C -0.110 0.685 -4.285 -0.16
C 1.692 -4.854 0.942 -0.06
C 1.861 -0.213 5.699 -0.05
C 3.090 1.475 -2.781 -0.19
C -1.173 0.029 1.519 -0.72
C -2.783 -4.080 0.097 -0.06
C 3.670 -0.818 -2.262 -0.14
H 3.385 -1.418 2.143 0.00
H -6.447 3.425 0.651 0.11
H 4.225 -0.821 -1.328 0.08
H -1.436 -0.685 6.275 0.11
H 3.221 3.236 2.360 0.01
H 0.685 -0.270 7.492 0.11
H -5.616 2.955 -1.638 0.12
H -1.453 -2.721 1.066 0.08
H 5.104 0.671 -2.991 0.11
H -5.438 2.250 2.585 0.11
H 4.719 -0.367 2.606 0.05
H 4.682 1.114 -0.618 0.01
H -0.413 -2.406 -2.294 -0.01
H 2.801 -0.058 6.216 0.11
H 1.209 -4.390 -1.105 0.11
H 3.752 2.017 3.515 0.05
H -5.349 -3.183 -1.922 0.11
H -0.347 -2.150 -4.039 0.04
H 2.632 1.910 -3.657 0.09
H -4.448 -0.949 -1.413 0.09
H -0.255 0.092 -5.197 0.05
H -1.885 -2.470 -3.241 0.03
H -3.557 0.724 2.251 0.08
H 4.141 2.743 -0.178 0.00
H 2.793 -0.216 3.788 0.06
H 4.579 -0.938 0.951 0.03
H 0.955 0.662 -4.056 0.01
H -2.344 -4.952 0.566 0.11
H 0.507 -2.099 -0.598 0.06
H -3.759 -0.491 -3.324 0.01
H 1.867 -0.942 -1.069 0.06
H -2.780 -0.585 -4.774 0.05
H -3.226 1.002 -4.122 0.04
H -0.389 1.711 -4.535 0.01
H 2.003 -5.869 0.729 0.11
H 3.811 -1.785 -2.746 0.12
H 3.538 2.281 -2.213 0.09
H 2.013 -5.030 3.058 0.11
H 3.957 0.095 -4.201 0.12
H -1.460 -0.754 3.828 0.10
H 2.031 2.289 3.226 -0.02
H 1.591 -0.941 -2.823 0.10
H 5.235 1.859 0.880 0.06
H 1.365 -2.725 3.549 0.10
H -4.259 -5.198 -0.987 0.11
H -3.730 1.449 -1.980 0.07